Record 1
{"formula": "C12H44N12O10", "method": "ωB97M-V/def2-TZVPD", "elements": ["N", "H", "C", "H", "O", "H", "H", "H", "O", "N", "H", "H", "H", "H", "H", "O", "H", "C", "N", "H", "O", "O", "H", "H", "H", "H", "H", "H", "N", "H", "N", "H", "N", "H", "H", "H", "H", "O", "H", "N", "O", "H", "H", "C", "C", "N", "H", "H", "H", "H", "H", "O", "C", "H", "C", "H", "C", "O", "C", "C", "C", "H", "H", "N", "H", "O", "H", "N", "C", "H", "H", "N", "H", "C", "N", "H", "H", "H"], "xyz": [[-0.42793, -1.16006, -4.90403], [0.14794, -1.77936, -5.54215], [-3.00103, 2.49481, -0.71946], [-1.32569, 0.34579, -3.32767], [0.81562, -2.11577, -3.04821], [5.11460, 1.18330, -1.11142], [0.27068, 6.99594, -0.50251], [-4.08923, 4.00679, -0.28596], [-4.62315, -0.53946, 1.67595], [-1.30602, -2.24802, 3.87774], [0.69156, -3.18891, -0.61472], [-2.49628, 4.74182, -1.04972], [-0.26864, 3.06278, 1.83125], [-3.82595, 3.86561, -1.96388], [-1.66159, 1.35071, -1.24132], [-2.95521, 2.05067, 0.55031], [1.20250, -4.77157, 0.80854], [1.40990, 2.15122, 2.51248], [0.15755, -3.65337, 3.12144], [0.15553, -4.42501, -1.70692], [4.51996, 0.66339, -0.62933], [-0.32403, 0.61026, -0.32200], [0.67607, -0.36424, 1.32875], [3.44512, -3.09013, -0.90189], [-0.58644, -4.24467, 2.74297], [-1.94138, -4.58917, -1.10828], [-2.21943, 2.24023, -2.61214], [3.84779, -1.31863, -0.60545], [-3.60847, 3.53541, -1.01368], [1.32243, 5.55921, -0.10343], [0.32114, 5.93391, -0.38943], [-2.21955, -2.78267, 3.76918], [3.61771, -2.27360, -0.31352], [1.01714, -3.57419, 2.60807], [2.71785, -0.62253, -2.21015], [2.87555, 1.18724, 3.41605], [-1.74208, -3.37073, 0.25820], [-0.49316, 3.88043, 0.37702], [-1.50158, -1.28651, 4.14562], [3.13251, -1.13386, 1.48393], [0.83231, -1.51894, 3.42919], [0.64782, -1.11505, -0.28737], [-3.54634, -2.14168, 0.89318], [3.13059, -2.27895, 0.85252], [-3.42828, -1.08759, 1.02388], [-2.40947, 1.91094, -1.69731], [3.30513, -0.19951, 1.18039], [-0.70776, -0.37853, -2.00105], [-0.73503, -1.32100, 0.54868], [2.58886, 0.94702, -0.07790], [1.23257, 0.50629, 3.72328], [2.40642, -3.36713, 1.39629], [2.59734, 0.45439, -2.15670], [3.21540, 2.19835, -1.04366], [-0.13641, -2.43509, 3.35058], [1.56396, 0.72469, -2.17004], [0.07079, -4.01204, -0.69929], [0.43226, -5.03847, 0.27207], [-0.11029, -1.21823, -3.62780], [-1.33695, -3.70863, -0.64711], [0.07023, -0.56079, 0.41690], [-3.22341, -0.72337, -0.01183], [-2.63745, -0.86521, 1.80210], [1.84587, 1.23004, 3.32557], [-5.27449, -0.57743, 0.94206], [2.26795, 2.83740, 1.65473], [-0.49304, 1.66242, 2.93169], [-1.01601, -0.48427, -2.94282], [-0.66946, 5.08702, -0.25607], [-1.25770, -0.74690, -5.38235], [-1.56062, 6.16535, -1.56243], [0.13440, 2.25832, 2.35101], [-1.52156, -2.96612, -1.39255], [3.23357, 1.09055, -0.90403], [-1.70361, 5.41336, -0.92975], [2.97114, 0.76019, -3.15170], [2.61083, -1.16714, 2.30327], [-0.23186, 1.33869, 0.26412]], "mulliken_charge": [-0.3867, 0.3284, 0.2835, 0.3346, -0.5735, 0.3614, 0.2208, 0.3293, -0.5662, -0.3655, -0.5688, 0.3676, 0.2959, 0.3001, 0.1330, -0.6599, 0.4536, 0.5301, -0.3561, 0.2735, -0.5962, 0.3025, 0.4327, 0.2944, 0.2869, 0.3378, 0.2297, 0.1119, -0.5062, 0.3017, -0.4613, 0.2439, -0.2105, 0.4206, 0.2344, 0.2606, 0.0627, -0.6666, 0.2584, -0.2165, -0.7485, -0.0132, 0.4473, 0.3441, -0.3241, -0.2540, 0.1290, 0.0275, -0.6735, -0.5277, 0.1841, -0.8149, -0.4240, 0.4413, 0.2814, -0.2631, 0.9122, -0.6783, 0.2693, -0.9524, 0.3678, 0.1608, -0.0858, -0.2322, 0.3104, -0.7396, 0.0695, -0.1925, 0.3311, 0.1987, 0.1690, -0.1816, 0.2412, 0.2759, -0.2959, 0.4958, 0.2360, -0.3471], "total_charge": 0, "energy_ev": -51511.4505, "lumo_ev": -0.19, "smiles": "NC(N)=O.NC(N)=O.NC(N)=O.NC(N)=O.NC(N)=O.NC(N)=O.CCO.CCO.CO.CO", "orbital_gap_ha": 0.302, "de_lowest_ev": 9.391, "fmax_ev_per_a": 10.21}

Record 2
{"formula": "C17H23F2N3OS", "method": "ωB97M-V/def2-TZVPD", "elements": ["F", "H", "C", "O", "H", "H", "C", "H", "H", "C", "C", "H", "S", "C", "C", "H", "H", "N", "C", "C", "N", "H", "N", "C", "C", "H", "H", "H", "C", "H", "C", "C", "C", "H", "H", "C", "H", "H", "H", "C", "H", "H", "H", "F", "H", "C", "H"], "xyz": [[5.84722, -1.51935, 0.61288], [-3.87847, -1.03076, 2.59197], [-1.56207, -0.51754, -2.37190], [5.41672, 0.68021, 0.44926], [-4.31235, -1.60105, 0.17880], [-0.05122, 4.89140, -0.23778], [2.27564, 2.49694, 0.69250], [-1.91105, -3.78151, -0.54006], [5.41192, -0.65857, -1.12794], [-0.71522, 2.86330, -0.13944], [5.90626, -0.40633, -0.16910], [1.95775, 3.50199, 0.92063], [-2.44964, 2.72287, 0.03619], [-0.12827, 4.01170, -0.87902], [-0.59667, -2.96621, 0.97430], [-3.01152, -2.12142, -2.27283], [-1.15510, 0.24896, -1.71926], [-2.27079, -1.70201, -0.32485], [4.03960, 0.89522, 0.42738], [-0.10762, 1.78307, 0.43166], [-0.94678, 0.85799, 0.99565], [0.86500, 3.75522, -1.24184], [-3.23991, 0.53707, 1.41105], [1.32832, 1.50651, 0.44030], [-3.34345, -1.82087, 0.64323], [-0.75945, 4.27316, -1.72689], [-0.17501, -2.00276, 1.24606], [4.36723, 2.94959, 0.87807], [1.76266, 0.20551, 0.20571], [-0.65617, -2.68442, -1.14460], [-1.36975, -2.83797, -0.33414], [-2.18026, 1.18666, 0.88483], [-2.67619, -1.27170, -1.64983], [3.41754, -1.13012, 0.04113], [-4.14186, 0.82487, 1.06005], [3.10957, -0.10810, 0.20078], [1.02750, -0.56214, 0.02533], [-1.23762, -3.30398, 1.78455], [0.20941, -3.68663, 0.85651], [-3.13082, -0.84505, 1.81564], [-1.96001, -0.04558, -3.26688], [-0.75365, -1.17997, -2.66897], [-3.40139, -2.83956, 1.04460], [7.21107, -0.20086, -0.40532], [-2.13113, -0.97375, 2.22613], [3.62240, 2.19539, 0.68187], [-3.52234, -0.58942, -1.53642]], "mulliken_charge": [-0.2777, 0.3991, -0.9741, -0.4643, 0.4980, 0.3094, -0.3204, 0.3915, 0.3271, 1.1563, 0.2479, 0.5602, -0.3456, -1.5923, -1.3901, 0.3250, 0.0974, 0.7964, 0.5391, -0.8036, -0.2156, 0.4556, -0.1492, -0.4233, -1.0262, 0.4413, 0.3583, 0.4521, -0.3813, 0.3247, -0.6081, 0.3899, -0.8391, 0.5043, 0.2667, -0.3323, 0.3039, 0.3573, 0.4019, -0.7742, 0.4142, 0.3487, 0.3402, -0.2613, 0.3119, -0.6037, 0.4637], "total_charge": 0, "energy_ev": -40790.6330, "lumo_ev": 0.56, "smiles": "CCN(CC)CCNc1nc(-c2ccc(OC(F)F)cc2)c(C)s1", "orbital_gap_ha": 0.298, "de_lowest_ev": 0.082, "fmax_ev_per_a": 1.33}

Record 3
{"formula": "C5H9N", "method": "ωB97M-V/def2-TZVPD", "elements": ["N", "H", "H", "H", "C", "C", "C", "C", "C", "H", "H", "H", "H", "H", "H"], "xyz": [[-1.04251, 0.62187, 2.25465], [0.27404, 0.57680, 3.82305], [0.09428, -1.00018, 2.82915], [0.22283, -1.34975, -2.38901], [0.16230, 0.38593, -1.25371], [0.92960, -0.53103, -2.18569], [-0.21594, 0.03486, 3.01712], [-1.07942, 0.60177, 0.85168], [-0.37779, -0.21653, 0.03572], [0.78434, 1.19012, -0.85381], [-1.87017, 1.19548, 0.41082], [1.78471, -1.09552, -1.81248], [-0.61436, 0.92978, -1.80518], [1.18121, -0.06533, -3.13337], [-0.23313, -1.27827, 0.21106]], "mulliken_charge": [-0.4205, 0.2598, 0.2319, 0.3056, -0.1949, -1.2496, -0.2904, -0.2230, -0.4702, 0.2817, 0.3806, 0.3272, 0.3260, 0.3377, 0.3981], "total_charge": 0, "energy_ev": -6817.6749, "lumo_ev": 0.14, "smiles": "C=N/C=C/CC", "orbital_gap_ha": 0.293, "de_lowest_ev": 3.320, "fmax_ev_per_a": 2.56}

Record 4
{"formula": "C3H6O4", "method": "ωB97M-V/def2-TZVPD", "elements": ["H", "O", "H", "H", "H", "H", "O", "C", "O", "H", "C", "O", "C"], "xyz": [[-2.51428, 0.49116, -0.00743], [0.71293, 0.51231, -1.89817], [2.71194, -0.76551, 1.16778], [-2.06693, 0.92072, 1.66260], [0.58312, -0.11169, -2.63086], [1.77126, 0.98347, 0.30372], [-0.50857, 0.81465, 0.35336], [-1.77796, 0.33914, 0.78694], [-0.44936, -1.26111, -0.97348], [-1.75048, -0.72585, 1.02745], [1.26656, 0.01859, 0.23898], [1.88363, -1.02379, 0.73002], [0.13812, -0.19209, -0.76092]], "mulliken_charge": [0.2659, -0.5542, 0.4017, 0.2468, 0.3326, 0.3097, -0.4350, -0.6169, -0.6997, 0.2877, -0.0059, -0.3572, 0.8243], "total_charge": 0, "energy_ev": -11394.6952, "lumo_ev": -0.12, "orbital_gap_ha": 0.335, "de_lowest_ev": 3.998, "fmax_ev_per_a": 1.95}

Record 5
{"formula": "C4H9NO2", "method": "ωB97M-V/def2-TZVPD", "elements": ["C", "H", "N", "H", "H", "C", "H", "C", "H", "O", "H", "O", "H", "H", "H", "C"], "xyz": [[0.22716, 0.06562, 0.14634], [0.90998, 1.99619, -0.31212], [1.02175, 1.03273, -0.59404], [2.01401, 0.89412, -0.45116], [-0.24348, -2.77028, -1.87867], [-0.54053, -0.89686, -0.73931], [-1.15999, -0.07714, 1.77269], [0.32922, -1.94238, -1.41447], [0.93131, -0.47954, 0.77952], [1.52388, -1.91753, -1.37872], [-1.10382, -0.40404, -1.53833], [-0.03082, 1.53744, 2.07373], [-1.24845, -1.43112, -0.09594], [-0.35973, 2.41662, 1.89304], [-1.51608, 1.27662, 0.60863], [-0.75441, 0.69956, 1.12882]], "mulliken_charge": [0.4308, 0.2139, -0.6790, 0.2502, 0.3462, -0.6838, 0.3406, -0.0334, 0.2813, -0.4518, 0.3515, -0.5334, 0.3241, 0.3281, 0.4343, -0.9197], "total_charge": 0, "energy_ev": -9878.1540, "lumo_ev": 0.80, "smiles": "N[C@@H](CO)CC=O", "orbital_gap_ha": 0.370, "de_lowest_ev": 1.907, "fmax_ev_per_a": 1.55}